59
Properties=species:S:1:pos:R:3:lowdin_charge:R:1 method="wB97M-V/def2-TZVPD" e_tot_ev=-37445.868 e_above_lowest_ev=2.349 lumo_ev=0.51 smiles="Cc1nc2cc(-c3ccccc3)nn2c(C)c1CCC(=O)N1CCC2(CC1)OCCO2" spin_multiplicity=1
C -0.948 3.782 -1.257 -0.02
C -0.242 3.186 -0.078 -0.28
N -0.659 3.595 1.093 0.17
C -0.049 3.129 2.179 -0.25
C -0.238 3.346 3.534 0.05
C 0.744 2.573 4.170 -0.23
C 0.998 2.427 5.595 -0.17
C 0.200 3.063 6.544 -0.03
C 0.459 2.906 7.893 -0.09
C 1.515 2.115 8.315 -0.10
C 2.314 1.479 7.378 -0.08
C 2.059 1.632 6.030 -0.03
N 1.499 1.919 3.276 0.13
N 1.026 2.246 2.086 -0.02
C 1.477 1.802 0.888 -0.14
C 2.646 0.879 0.918 0.01
C 0.830 2.260 -0.238 -0.11
C 1.212 1.785 -1.613 -0.12
C 0.242 0.706 -2.128 -0.08
C 0.803 -0.699 -1.974 -0.43
O 1.930 -0.918 -1.565 0.04
N -0.027 -1.708 -2.328 -0.04
C -1.348 -1.518 -2.892 -0.14
C -2.097 -2.842 -2.973 -0.06
C -1.352 -3.837 -3.889 -0.51
C 0.161 -3.758 -3.640 -0.04
C 0.483 -3.067 -2.323 -0.12
O -1.809 -5.155 -3.677 -0.04
C -2.915 -5.362 -4.525 -0.15
C -2.729 -4.327 -5.654 -0.14
O -1.615 -3.557 -5.252 -0.05
H -0.252 4.370 -1.854 0.09
H -1.736 4.435 -0.893 0.08
H -1.380 3.016 -1.895 0.07
H -0.980 3.976 3.974 0.10
H -0.626 3.680 6.227 0.10
H -0.166 3.404 8.620 0.10
H 1.714 1.995 9.370 0.10
H 3.138 0.860 7.704 0.10
H 2.672 1.143 5.289 0.10
H 2.515 0.052 0.225 0.06
H 3.551 1.418 0.636 0.10
H 2.770 0.504 1.930 0.07
H 1.210 2.632 -2.299 0.11
H 2.217 1.362 -1.600 0.11
H 0.029 0.858 -3.189 0.13
H -0.703 0.766 -1.585 0.11
H -1.275 -1.093 -3.902 0.14
H -1.922 -0.826 -2.268 0.12
H -2.196 -3.291 -1.985 0.13
H -3.096 -2.662 -3.371 0.13
H 0.601 -3.207 -4.472 0.14
H 0.560 -4.771 -3.641 0.13
H 1.564 -3.001 -2.178 0.12
H 0.057 -3.629 -1.486 0.14
H -3.855 -5.198 -3.983 0.12
H -2.877 -6.393 -4.880 0.12
H -2.489 -4.789 -6.614 0.12
H -3.615 -3.691 -5.772 0.12